C15H24N8O2STi as an isolated structure at a distorted geometry, computed with ωB97M-V/def2-TZVPD.

```
! RIJCOSX wB97M-V def2-TZVPD def2/J DEFGRID3
* xyz 0 3
Ti -0.106 0.096 0.963
N -2.801 -2.668 2.605
C -2.168 -1.494 2.291
S -0.681 -1.153 3.106
N -2.726 -0.708 1.417
N -1.980 0.387 1.102
C -2.571 1.514 0.803
C -1.841 2.723 0.635
C -2.494 3.884 0.186
C -1.835 5.087 0.073
C -0.499 5.178 0.444
C 0.169 4.067 0.917
C -0.459 2.817 1.010
O 0.202 1.789 1.484
H -2.560 -3.064 3.500
H -3.774 -2.713 2.344
H -3.659 1.534 0.730
H -3.542 3.812 -0.072
H -2.358 5.959 -0.293
H 0.019 6.125 0.381
H 1.203 4.129 1.233
C 1.753 -4.481 -1.414
N 1.320 -3.100 -1.387
C 0.518 -2.743 -2.538
C 1.024 -2.467 -0.181
N -0.069 -1.816 0.079
N 2.024 -2.509 0.774
C 2.209 -1.534 1.742
N 2.833 -1.968 2.901
N 1.887 -0.305 1.499
H 2.323 -4.651 -2.329
H 0.897 -5.170 -1.405
H 2.383 -4.712 -0.558
H 1.119 -2.915 -3.433
H 0.262 -1.685 -2.488
H -0.401 -3.337 -2.626
H -0.798 -1.959 -0.616
H 2.781 -3.169 0.652
H 2.672 -2.938 3.134
H 2.663 -1.367 3.699
H 2.087 0.316 2.284
C -0.469 1.285 -3.100
C 0.277 1.225 -1.793
C 1.590 1.936 -1.675
O -0.198 0.521 -0.846
H -0.468 2.297 -3.501
H -1.497 0.962 -2.947
H -0.008 0.635 -3.851
H 2.261 1.640 -2.482
H 2.039 1.693 -0.709
H 1.447 3.016 -1.743
*
```

E_HOMO (alpha / beta), eV: -4.52 / -7.30
F_max, eV/A: 3.0
Energy, Eh: -2422.224326
<S²>: 2.02
LUMO energy (alpha / beta), Eh: 0.007 / 0.007
ΔE to the lowest compared entry with this formula, charge and spin, kJ/mol: 152.3